one) Entry from the Open Molecules 2025 dataset: a 4-piece molecular cluster, H8O4 overall (ωB97M-V/def2-TZVPD).

Summary:
Kohn-Sham gap   0.3942 Eh
LUMO energy   -0.01 eV
SMILES   O.O.O.O
E_HOMO   -0.3947 hartree

The geometry in ORCA input format:
```
! RIJCOSX wB97M-V def2-TZVPD def2/J DEFGRID3
* xyz 0 1
O 1.62209 -1.14280 1.29449
H 2.49358 -1.55009 1.23644
H 1.01000 -1.88421 1.34821
O -0.38472 1.50511 -3.19493
H -0.10692 1.65944 -2.28142
H -0.18088 0.57679 -3.33740
O 0.89833 1.12997 -0.46238
H 1.29549 0.33325 -0.07844
H 0.13661 1.31123 0.09947
O -2.42756 -0.34009 1.61721
H -2.80269 -0.89491 2.30824
H -1.55332 -0.70370 1.45051
*
```

***

two) Entry from the Open Molecules 2025 dataset: a 4-piece molecular cluster, H8O4 overall (ωB97M-V/def2-TZVPD).

Summary:
Kohn-Sham gap   0.3909 Eh
LUMO energy   -0.08 eV
SMILES   O.O.O.O
E_HOMO   -0.3938 hartree

The geometry in ORCA input format:
```
! RIJCOSX wB97M-V def2-TZVPD def2/J DEFGRID3
* xyz 0 1
O 3.35947 26.28593 -9.96187
H 3.63270 25.39386 -9.69520
H 4.13169 26.60652 -10.42409
O 1.14649 26.94431 -6.27989
H 1.30195 26.00662 -6.27047
H 1.73834 27.28274 -6.97526
O 1.17888 25.62836 -11.53240
H 1.88974 26.04985 -11.01351
H 0.40125 26.06964 -11.14447
O 2.40840 28.14100 -8.32637
H 2.65218 27.72224 -9.15049
H 3.19035 28.21802 -7.83256
*
```

***

It is one) that is the most stable of them.

***

one) Entry from the Open Molecules 2025 dataset: an isolated ion of composition C3H6N3 and charge +1 (ωB97M-V/def2-TZVPD).

Summary:
Kohn-Sham gap   0.4348 Eh
LUMO energy   -4.55 eV
SMILES   C[n+]1ccn[nH]1
E_HOMO   -0.6022 hartree

The geometry in ORCA input format:
```
! RIJCOSX wB97M-V def2-TZVPD def2/J DEFGRID3
* xyz 1 1
C 1.15816 1.24301 0.26099
N 0.15285 0.19039 -0.11273
C -0.68528 -0.46963 0.80929
C -1.38731 -1.35892 0.09277
N -1.01870 -1.28499 -1.17591
N -0.13099 -0.37343 -1.24751
H 1.12588 1.26887 1.32494
H 2.20813 1.03270 -0.09561
H 0.80874 2.16459 -0.10016
H -0.43925 -0.31270 1.84225
H -2.01950 -2.07362 0.47571
H 0.22726 -0.02627 -2.07402
*
```

***

two) Entry from the Open Molecules 2025 dataset: an isolated ion of composition C3H6N3 and charge +1 (ωB97M-V/def2-TZVPD).

Summary:
Kohn-Sham gap (alpha / beta)   0.2584 / 0.2583 Eh
LUMO energy (alpha / beta)   -5.77 / -5.77 eV
SMILES   [H]/N=N/C=[NH+]/C=C
E_HOMO (alpha / beta)   -0.4705 / -0.4705 hartree

The geometry in ORCA input format:
```
! RIJCOSX wB97M-V def2-TZVPD def2/J DEFGRID3
* xyz 1 1
H -3.87802 -0.94989 0.39625
N -3.03508 -0.63887 -0.27429
N -2.20721 0.05851 0.19379
C -1.09384 0.75069 0.16122
N 0.08025 0.07065 -0.06951
C 1.41931 0.53508 -0.03968
C 2.54337 -0.58574 -0.02726
H -1.23063 1.84669 0.04744
H -0.05486 -0.83821 -0.38615
H 1.56014 1.64748 0.06785
H 3.55988 -0.24143 -0.06624
H 2.33669 -1.65496 -0.00344
*
```

***

three) Entry from the Open Molecules 2025 dataset: C3H6N3 as an isolated structure (ωB97M-V/def2-TZVPD).

Summary:
Kohn-Sham gap   0.3405 Eh
LUMO energy   -5.34 eV
E_HOMO   -0.5366 hartree

The geometry in ORCA input format:
```
! RIJCOSX wB97M-V def2-TZVPD def2/J DEFGRID3
* xyz 1 1
C -0.08104 1.90112 0.31561
C -0.41182 -0.97876 0.16791
C -1.66255 -0.19280 -0.09485
N -1.78292 1.05363 -0.00963
N 0.84113 1.16132 -0.08352
N 0.83627 -0.19512 0.10320
H -0.09876 2.89827 0.22494
H -0.66317 -1.24204 1.23793
H -0.09044 -1.95539 -0.30273
H -2.58990 -0.84430 -0.25855
H 1.80695 1.58696 -0.36146
H 1.63704 -0.65023 -0.40223
*
```

***

four) Entry from the Open Molecules 2025 dataset: an isolated ion of composition C3H6N3 and charge +1 (ωB97M-V/def2-TZVPD).

Summary:
Kohn-Sham gap (alpha / beta)   0.2755 / 0.2769 Eh
LUMO energy (alpha / beta)   -6.16 / -6.13 eV
E_HOMO (alpha / beta)   -0.5020 / -0.5023 hartree

The geometry in ORCA input format:
```
! RIJCOSX wB97M-V def2-TZVPD def2/J DEFGRID3
* xyz 1 1
C -1.64892 1.09236 -1.07396
C -0.20609 0.53882 0.55433
C 1.36606 -1.31478 0.40620
N 0.20092 -0.44603 -1.36952
N -1.26219 1.25164 0.09656
N 0.49559 -0.23226 -0.21152
H -1.99652 1.34360 -2.01223
H 0.10244 0.61481 1.54291
H 0.81453 -2.28138 -0.03339
H 2.36253 -1.40037 -0.00894
H 1.37333 -1.24361 1.47056
H -1.60168 2.07720 0.63899
*
```

***

It is one) that is the most stable of them.

***

one) Entry from the Open Molecules 2025 dataset: C18H41AuO2P3 as an isolated structure (ωB97M-V/def2-TZVPD).

Summary:
Kohn-Sham gap (alpha / beta)   0.2668 / 0.2021 Eh
LUMO energy (alpha / beta)   -10.08 / -11.85 eV
Expectation value of S²   2.0374
E_HOMO (alpha / beta)   -0.6373 / -0.6374 hartree

The geometry in ORCA input format:
```
! RIJCOSX wB97M-V def2-TZVPD def2/J DEFGRID3
* xyz 3 3
Au -0.48660 -0.00004 -0.26290
P -0.06731 2.34210 -1.40863
P -1.44234 1.11143 1.83497
P 1.83226 -0.80302 -0.66064
H -1.67477 -3.42635 2.70224
C -0.66706 -3.87060 2.93101
C 0.22225 -3.14868 3.59605
H -0.05828 -2.30662 4.26542
C -1.59588 2.71562 -2.29695
C 0.24980 3.74966 -0.34756
C 1.24508 2.34681 -2.61810
C -1.74253 -0.27822 2.92421
C -0.35677 2.22528 2.71332
C -2.98811 2.00745 1.53646
C 2.06851 -2.24632 0.40391
C 3.32521 0.20688 -0.42601
C 1.99297 -1.43517 -2.35169
H -0.34140 -4.59649 2.16334
H 1.28017 -3.48603 3.67812
H -1.32758 3.09865 -3.28038
H -2.17547 3.47218 -1.76846
H -2.21983 1.82834 -2.43245
H 0.48365 4.60082 -0.98467
H 1.10196 3.56088 0.30661
H -0.61533 4.00970 0.26266
H 1.16793 3.29348 -3.15312
H 1.13971 1.52489 -3.32458
H 2.21798 2.29679 -2.13110
H -2.81077 -0.30839 3.14515
H -1.19932 -0.11632 3.85963
H -1.42879 -1.24615 2.52714
H -0.88725 3.16859 2.86522
H 0.60317 2.42297 2.22932
H -0.13105 1.80977 3.70029
H -3.29164 2.55535 2.42857
H -3.73259 1.27558 1.24339
H -2.84648 2.68870 0.69978
H 2.61103 -3.01922 -0.14906
H 1.10743 -2.65122 0.72782
H 2.66186 -1.95093 1.27556
H 4.14116 -0.44764 -0.08648
H 3.17109 0.99225 0.32693
H 3.62709 0.66143 -1.37839
H 2.81047 -2.16435 -2.38439
H 2.22306 -0.61593 -3.04010
H 1.06891 -1.92830 -2.66443
C -1.69513 -2.37140 -1.71103
C -2.62522 -1.45361 -2.31047
C -3.13930 -1.82854 -3.54708
C -2.83550 -3.02402 -4.18629
C -1.94447 -3.87726 -3.54249
C -1.41079 -3.61202 -2.29485
O -0.84930 -2.13278 -0.71976
H -1.27104 1.57770 0.15481
H -2.90042 -0.43953 -2.01714
H -3.84822 -1.21259 -4.08850
H -3.28032 -3.37043 -5.13878
H -1.61530 -4.80659 -3.92566
H -0.61313 -4.17084 -1.81230
C 3.25784 1.50036 3.20554
O 2.97205 2.40620 2.11878
H 3.55063 0.52649 2.79336
H 2.34339 1.36946 3.79545
H 4.06442 1.86641 3.86036
H 3.57418 3.13338 2.16902
*
```

***

two) Entry from the Open Molecules 2025 dataset: C18H41AuO2P3 as an isolated structure (ωB97M-V/def2-TZVPD).

Summary:
Kohn-Sham gap (alpha / beta)   0.3112 / 0.1652 Eh
LUMO energy (alpha / beta)   -8.66 / -12.63 eV
Expectation value of S²   2.0244
E_HOMO (alpha / beta)   -0.6295 / -0.6295 hartree

The geometry in ORCA input format:
```
! RIJCOSX wB97M-V def2-TZVPD def2/J DEFGRID3
* xyz 3 3
Au 0.52192 0.80647 -2.03784
P 1.68250 1.12341 0.06281
P -1.20612 2.42467 -1.93989
P 2.19997 -0.51784 -3.00983
H -2.39509 -2.82680 0.30139
C -1.35873 -3.17991 0.32511
C -0.48829 -2.80248 1.27372
H -0.77155 -2.11645 2.07916
C 0.57267 1.07325 1.49974
C 2.49164 2.75729 0.08079
C 2.96892 -0.07793 0.54298
C -2.85820 1.86985 -2.45588
C -1.53007 3.08176 -0.28149
C -0.85568 3.90337 -2.93670
C 2.29640 -2.09074 -2.09928
C 3.83359 0.27736 -2.96999
C 2.03854 -0.99843 -4.75295
H -1.06969 -3.88339 -0.46522
H 0.54355 -3.17257 1.27491
H -0.06084 0.17886 1.44585
H -0.09107 1.94398 1.51605
H 1.14631 1.05372 2.43605
H 1.75299 3.54794 -0.10592
H 3.24793 2.79785 -0.71490
H 2.98076 2.94545 1.04708
H 2.53617 -1.08564 0.58957
H 3.36013 0.17489 1.53835
H 3.80374 -0.08202 -0.16609
H -3.35804 2.66642 -3.02533
H -3.45111 1.63419 -1.56124
H -2.78826 0.96709 -3.07182
H -2.32079 3.83998 -0.32642
H -0.62351 3.54887 0.11460
H -1.86013 2.27487 0.38716
H -1.76593 4.51527 -3.02615
H -0.51656 3.60598 -3.93602
H -0.06850 4.49393 -2.44991
H 2.50125 -2.91002 -2.79935
H 1.33588 -2.27657 -1.60083
H 3.09057 -2.05128 -1.34543
H 4.54844 -0.34253 -3.53070
H 4.19730 0.42418 -1.94737
H 3.75348 1.25665 -3.46067
H 3.00583 -1.36888 -5.12814
H 1.74643 -0.11319 -5.33342
H 1.27214 -1.77626 -4.87424
C -1.54394 -1.55807 -4.62845
C -2.60626 -0.81660 -5.18733
C -3.28671 -1.32842 -6.30145
C -2.89613 -2.52961 -6.89612
C -1.83890 -3.25092 -6.34264
C -1.18460 -2.79736 -5.19196
O -0.86234 -1.15239 -3.49907
H -0.73994 -0.13822 -3.38112
H -2.88982 0.13788 -4.75493
H -4.12397 -0.75880 -6.70679
H -3.42062 -2.89050 -7.78437
H -1.51360 -4.18138 -6.80900
H -0.38061 -3.37175 -4.73777
C -3.51799 -0.36330 1.59013
O -2.45861 0.50784 1.98144
H -3.48756 -0.41448 0.49664
H -4.50025 0.01984 1.89793
H -3.36699 -1.37672 1.98403
H -2.57608 0.73063 2.91872
*
```

***

It is two) that is the most stable of them.